# 1
Here is an isolated molecule of C15H18N4O3S2 from OMol25. Energies are from wB97M-V/def2-TZVPD.

LUMO energy, eV: 0.3
Frontier orbital gap, eV: 8.286
Calculated total energy, eV: -49620.2299

Element x y z (Å)
1 O 1.784 0.820 -2.717
2 C 1.339 1.238 -1.666
3 C -0.170 1.201 -1.397
4 N -0.436 0.366 -0.254
5 S -1.603 0.759 0.834
6 O -1.614 2.187 0.945
7 O -1.364 -0.038 1.998
8 C -3.123 0.241 0.097
9 C -4.060 1.007 -0.523
10 C -5.117 0.232 -1.046
11 C -4.948 -1.097 -0.816
12 S -3.499 -1.433 0.050
13 N 2.121 1.736 -0.689
14 C 1.699 2.223 0.604
15 C 1.943 1.128 1.679
16 N 2.902 0.167 1.179
17 C 2.502 -1.031 0.636
18 C 1.375 -1.735 1.098
19 C 1.068 -2.943 0.506
20 C 1.882 -3.444 -0.505
21 C 2.992 -2.699 -0.855
22 N 3.295 -1.534 -0.312
23 C 4.018 0.834 0.543
24 C 3.555 1.514 -0.763
25 H -0.563 2.191 -1.162
26 H -0.654 0.827 -2.308
27 H -0.209 -0.612 -0.334
28 H -3.986 2.077 -0.583
29 H -5.961 0.647 -1.567
30 H -5.592 -1.904 -1.102
31 H 2.305 3.108 0.823
32 H 0.652 2.515 0.603
33 H 1.004 0.642 1.930
34 H 2.348 1.587 2.588
35 H 0.760 -1.358 1.898
36 H 0.200 -3.496 0.837
37 H 1.663 -4.382 -0.989
38 H 3.681 -3.039 -1.617
39 H 4.789 0.096 0.327
40 H 4.406 1.570 1.252
41 H 4.073 2.467 -0.915
42 H 3.735 0.866 -1.622

# 2
Here is an isolated molecule of C15H18N4O4 in a non-equilibrium geometry from OMol25. Energies are from wB97M-V/def2-TZVPD.

LUMO energy, eV: 0.4
Frontier orbital gap, eV: 8.535
Calculated total energy, eV: -29993.6221

Element x y z (Å)
1 N 5.137 -1.482 0.094
2 C 3.957 -0.987 -0.436
3 O 4.000 0.246 -0.584
4 C 2.826 -1.945 -0.768
5 C 1.396 -1.647 0.001
6 N 0.260 -2.320 -0.748
7 C 1.416 -0.158 0.319
8 O 1.991 0.253 1.320
9 N 0.747 0.669 -0.633
10 C 0.418 2.081 -0.293
11 C -0.384 2.085 1.158
12 C -1.293 0.869 1.139
13 C -1.169 -0.348 1.877
14 N -2.120 -1.262 1.460
15 C -3.070 -0.599 0.580
16 C -4.227 -1.182 0.015
17 C -4.891 -0.447 -0.949
18 C -4.312 0.770 -1.358
19 C -3.057 1.357 -0.873
20 C -2.480 0.642 0.167
21 C 1.427 3.290 -0.087
22 O 1.029 4.486 -0.017
23 O 2.737 2.972 -0.126
24 H 6.113 -0.748 -0.005
25 H 5.368 -2.415 0.375
26 H 3.000 -2.962 -0.573
27 H 2.561 -1.696 -1.808
28 H 1.604 -1.915 1.167
29 H -0.551 -2.738 0.043
30 H 0.619 -3.144 -1.303
31 H 0.101 0.135 -1.307
32 H -0.286 2.522 -1.125
33 H 0.194 2.322 2.095
34 H -1.130 2.951 0.765
35 H -0.632 -0.626 2.772
36 H -2.686 -1.658 2.278
37 H -4.499 -2.297 0.084
38 H -5.874 -0.895 -1.245
39 H -4.824 1.408 -2.006
40 H -2.445 2.381 -0.972
41 H 3.028 2.033 -0.494

# 3
Here is an isolated molecule of C15H18N4O5 from OMol25. Energies are from wB97M-V/def2-TZVPD.

LUMO energy, eV: -0.9
Frontier orbital gap, eV: 7.106
Calculated total energy, eV: -32044.6866

Element x y z (Å)
1 C -0.286 2.875 -0.958
2 O 0.912 2.796 -0.203
3 C 1.374 1.504 0.094
4 C 0.625 0.764 1.246
5 C -0.421 1.594 1.996
6 O -1.715 1.395 1.431
7 C -2.740 1.342 2.312
8 N -3.896 1.047 1.664
9 O -2.653 1.578 3.486
10 C 0.064 -0.445 0.531
11 C 0.549 -0.491 -0.744
12 C 0.273 -1.602 -1.696
13 O 0.762 -1.612 -2.821
14 C -0.603 -2.625 -1.184
15 C -0.934 -3.775 -2.096
16 C -1.114 -2.556 0.081
17 N -1.972 -3.455 0.602
18 C -0.780 -1.457 1.059
19 O -1.219 -1.527 2.203
20 N 1.270 0.603 -1.063
21 C 2.440 0.663 -1.909
22 C 3.529 1.123 -0.954
23 N 3.548 0.352 0.272
24 C 2.882 1.633 0.277
25 H -0.129 2.521 -1.981
26 H -1.093 2.302 -0.499
27 H -0.545 3.931 -0.974
28 H 1.371 0.435 1.977
29 H -0.167 2.658 1.946
30 H -0.467 1.286 3.044
31 H -4.700 0.836 2.228
32 H -3.854 0.686 0.728
33 H -2.003 -3.821 -2.301
34 H -0.621 -4.725 -1.661
35 H -0.406 -3.634 -3.036
36 H -2.156 -4.333 0.153
37 H -2.175 -3.330 1.585
38 H 2.626 -0.314 -2.354
39 H 2.302 1.403 -2.705
40 H 4.434 1.548 -1.365
41 H 4.443 0.350 0.748
42 H 3.244 2.478 0.844

# 4
Here is an isolated molecule of C15H18NO2P from OMol25. Energies are from wB97M-V/def2-TZVPD.

LUMO energy, eV: 0.8
Frontier orbital gap, eV: 9.890
Calculated total energy, eV: -30723.6943

Element x y z (Å)
1 N -4.479 -0.878 -0.263
2 P -2.927 -0.895 0.387
3 O -2.744 -1.417 1.751
4 O -2.235 -1.817 -0.743
5 C -1.014 -2.441 -0.388
6 C 0.132 -1.439 -0.357
7 C 1.464 -2.094 0.018
8 C 2.544 -1.052 0.103
9 C 3.442 -0.865 -0.939
10 C 4.412 0.121 -0.866
11 C 4.492 0.935 0.250
12 C 3.598 0.758 1.293
13 C 2.632 -0.228 1.219
14 C -2.351 0.803 0.123
15 C -1.794 1.503 1.180
16 C -1.326 2.790 0.981
17 C -1.418 3.369 -0.274
18 C -1.978 2.666 -1.330
19 C -2.446 1.380 -1.134
20 H -4.834 -1.819 -0.382
21 H -5.110 -0.344 0.320
22 H -0.843 -3.216 -1.140
23 H -1.121 -2.908 0.598
24 H -0.116 -0.671 0.381
25 H 0.215 -0.952 -1.331
26 H 1.723 -2.846 -0.730
27 H 1.353 -2.594 0.983
28 H 3.384 -1.498 -1.813
29 H 5.107 0.252 -1.683
30 H 5.249 1.702 0.308
31 H 3.657 1.389 2.168
32 H 1.938 -0.367 2.036
33 H -1.737 1.024 2.147
34 H -0.890 3.341 1.801
35 H -1.052 4.373 -0.431
36 H -2.047 3.124 -2.306
37 H -2.885 0.809 -1.938

# 5
Here is an isolated molecule of C15H18NO3P from OMol25. Energies are from wB97M-V/def2-TZVPD.

LUMO energy, eV: 0.7
Frontier orbital gap, eV: 9.693
Calculated total energy, eV: -32771.7706

Element x y z (Å)
1 N -1.946 1.050 -0.829
2 P -0.911 0.632 0.411
3 O -0.956 -0.763 0.844
4 O 0.523 1.162 -0.074
5 C 1.697 0.542 0.437
6 C 2.499 -0.079 -0.700
7 C 1.745 -1.240 -1.356
8 C 2.558 -1.832 -2.471
9 C 2.498 -1.298 -3.752
10 C 3.276 -1.815 -4.772
11 C 4.130 -2.877 -4.523
12 C 4.199 -3.416 -3.249
13 C 3.419 -2.895 -2.232
14 O -1.208 1.727 1.552
15 C -2.270 1.631 2.419
16 C -2.215 2.398 3.577
17 C -3.266 2.357 4.474
18 C -4.367 1.554 4.225
19 C -4.414 0.792 3.070
20 C -3.370 0.830 2.162
21 H -1.990 0.344 -1.547
22 H -1.762 1.963 -1.217
23 H 2.282 1.316 0.944
24 H 1.413 -0.229 1.160
25 H 2.711 0.688 -1.448
26 H 3.449 -0.436 -0.299
27 H 1.528 -1.996 -0.601
28 H 0.793 -0.868 -1.741
29 H 1.831 -0.470 -3.952
30 H 3.216 -1.391 -5.764
31 H 4.737 -3.283 -5.318
32 H 4.862 -4.245 -3.049
33 H 3.475 -3.320 -1.240
34 H -1.348 3.014 3.757
35 H -3.222 2.952 5.374
36 H -5.183 1.521 4.930
37 H -5.268 0.163 2.870
38 H -3.388 0.242 1.258

# 6
Here is a cluster of 2 separate species, C15H18O in total in a non-equilibrium geometry from OMol25. Energies are from wB97M-V/def2-TZVPD.

LUMO energy, eV: 0.8
Frontier orbital gap, eV: 9.467
Calculated total energy, eV: -17893.7861

Element x y z (Å)
1 C -2.759 -2.601 -1.335
2 C -1.339 -2.123 -1.642
3 C -1.259 -0.616 -1.616
4 C -1.603 0.123 -2.749
5 C -1.500 1.500 -2.784
6 C -1.112 2.188 -1.641
7 O -1.059 3.561 -1.630
8 C -0.972 1.470 -0.462
9 C -1.059 0.083 -0.436
10 H -3.260 -3.159 -2.114
11 H -3.476 -1.825 -1.107
12 H -2.834 -3.385 -0.570
13 H -0.666 -2.519 -0.876
14 H -0.971 -2.535 -2.576
15 H -1.950 -0.387 -3.627
16 H -1.787 2.076 -3.656
17 H -1.681 3.924 -1.027
18 H -0.734 2.026 0.441
19 H -0.836 -0.418 0.495
20 C 0.834 -2.625 1.884
21 C 1.484 -1.299 2.025
22 C 2.177 -0.701 0.967
23 C 2.760 0.551 1.005
24 C 2.838 1.218 2.235
25 C 2.048 0.735 3.278
26 C 1.450 -0.507 3.167
27 H 1.124 -3.320 2.663
28 H 1.037 -3.155 0.958
29 H -0.256 -2.560 1.962
30 H 2.110 -1.070 -0.049
31 H 3.039 1.043 0.083
32 H 3.510 2.066 2.285
33 H 2.010 1.378 4.131
34 H 0.844 -0.846 4.005

# 7
Here is a cluster of 2 separate species, C15H18O in total in a non-equilibrium geometry from OMol25. Energies are from wB97M-V/def2-TZVPD.

LUMO energy, eV: 0.8
Frontier orbital gap, eV: 9.102
Calculated total energy, eV: -17893.2208

Element x y z (Å)
1 C 1.427 -3.757 0.336
2 C 1.056 -2.249 0.298
3 C -0.450 -2.184 0.514
4 C -1.386 -2.298 -0.507
5 C -2.705 -1.861 -0.386
6 C -3.082 -1.153 0.723
7 O -4.113 -0.252 0.842
8 C -2.240 -1.132 1.867
9 C -0.934 -1.528 1.676
10 H 2.373 -4.027 0.829
11 H 1.544 -4.116 -0.697
12 H 0.683 -4.426 0.751
13 H 1.671 -1.502 0.782
14 H 1.224 -2.050 -0.766
15 H -1.009 -2.811 -1.382
16 H -3.401 -1.871 -1.215
17 H -4.676 -0.305 0.064
18 H -2.566 -0.590 2.742
19 H -0.300 -1.450 2.560
20 C 0.747 3.187 -2.825
21 C 1.415 2.709 -1.556
22 C 0.858 1.675 -0.807
23 C 1.342 1.296 0.446
24 C 2.549 1.890 0.840
25 C 3.116 2.907 0.145
26 C 2.477 3.418 -1.003
27 H 0.868 2.315 -3.479
28 H 1.226 4.098 -3.188
29 H -0.302 3.455 -2.718
30 H 0.031 1.060 -1.158
31 H 0.885 0.477 0.979
32 H 3.093 1.504 1.703
33 H 4.013 3.402 0.491
34 H 2.735 4.412 -1.340

# 8
Here is a cluster of 2 separate species, C15H18O2 in total in a non-equilibrium geometry from OMol25. Energies are from wB97M-V/def2-TZVPD.

LUMO energy, eV: 0.8
Frontier orbital gap, eV: 8.887
Calculated total energy, eV: -19940.6363

Element x y z (Å)
1 C 3.215 0.315 -0.210
2 C 2.101 -0.778 -0.211
3 C 1.140 -0.742 -1.366
4 C 1.522 -0.430 -2.680
5 C 0.625 -0.585 -3.716
6 C -0.656 -1.050 -3.401
7 O -1.542 -1.412 -4.363
8 C -1.132 -1.073 -2.096
9 C -0.210 -0.797 -1.093
10 H 2.944 1.344 -0.483
11 H 4.038 -0.007 -0.820
12 H 3.504 0.522 0.824
13 H 2.634 -1.751 -0.227
14 H 1.560 -0.641 0.726
15 H 2.551 -0.103 -2.837
16 H 0.717 -0.164 -4.702
17 H -1.304 -1.648 -5.260
18 H -2.105 -1.564 -2.039
19 H -0.471 -0.806 -0.029
20 C 1.809 1.675 3.340
21 C 0.514 1.080 2.842
22 C -0.255 2.015 2.112
23 C -1.538 1.721 1.709
24 C -2.013 0.433 1.939
25 O -3.322 0.290 1.596
26 C -1.211 -0.550 2.506
27 C 0.035 -0.216 3.057
28 H 1.636 2.611 3.895
29 H 2.442 2.003 2.545
30 H 2.375 0.980 3.955
31 H 0.284 2.918 1.811
32 H -1.937 2.426 0.989
33 H -3.461 -0.654 1.421
34 H -1.675 -1.564 2.483
35 H 0.484 -1.003 3.632

# 9
Here is a structure of composition C15H19AuN4 from OMol25. Energies are from wB97M-V/def2-TZVPD.

LUMO energy, eV: -9.1
Charge: +2
Frontier orbital gap, eV: 6.271
Calculated total energy, eV: -25497.9701

Element x y z (Å)
1 Au -0.108 -0.331 -0.102
2 C -0.137 1.345 5.029
3 C -0.717 2.451 4.412
4 C -0.805 2.517 3.036
5 C -0.289 1.459 2.291
6 C 0.310 0.358 2.896
7 C 0.378 0.298 4.276
8 N -0.358 1.472 0.873
9 N -0.799 2.444 0.251
10 C -0.972 2.201 -1.085
11 C -1.385 3.157 -2.003
12 C -1.540 2.797 -3.337
13 C -1.286 1.500 -3.754
14 C -0.865 0.511 -2.845
15 C -0.732 0.895 -1.550
16 H -0.084 1.302 6.109
17 H -1.096 3.268 5.010
18 H -1.251 3.366 2.537
19 H 0.727 -0.447 2.294
20 H 0.835 -0.551 4.764
21 H -1.588 4.161 -1.654
22 H -1.866 3.536 -4.055
23 H -1.400 1.229 -4.795
24 H -0.654 -0.496 -3.184
25 N -0.714 -2.454 -0.319
26 C -0.097 -3.176 -1.478
27 C 1.406 -3.363 -1.323
28 C 2.252 -2.116 -1.527
29 N 2.149 -1.180 -0.374
30 H -0.499 -2.967 0.535
31 H -1.727 -2.475 -0.413
32 H -0.323 -2.602 -2.377
33 H -0.573 -4.151 -1.587
34 H 1.711 -4.102 -2.065
35 H 1.633 -3.809 -0.347
36 H 1.931 -1.588 -2.427
37 H 3.294 -2.401 -1.678
38 H 2.787 -0.401 -0.505
39 H 2.455 -1.656 0.472

# 10
Here is an isolated molecule of C15H19Cl3N2O3S from OMol25. Energies are from wB97M-V/def2-TZVPD.

LUMO energy, eV: 0.4
Frontier orbital gap, eV: 8.232
Calculated total energy, eV: -73390.2854

Element x y z (Å)
1 C -2.246 -4.173 -2.634
2 C -0.891 -3.610 -2.251
3 O -1.100 -2.442 -1.458
4 C 0.001 -1.831 -1.010
5 O 1.121 -2.250 -1.270
6 C -0.252 -0.649 -0.205
7 C 0.812 0.104 0.271
8 N 2.122 -0.238 0.138
9 C 3.224 0.675 0.014
10 N 3.171 1.767 0.930
11 C 4.050 1.878 1.975
12 C 3.811 3.111 2.807
13 O 4.914 1.062 2.176
14 C 3.338 1.221 -1.440
15 Cl 3.533 -0.120 -2.584
16 Cl 1.874 2.131 -1.871
17 Cl 4.740 2.304 -1.558
18 S 0.265 1.447 1.219
19 C -1.406 1.008 0.946
20 C -1.523 -0.102 0.183
21 C -2.866 -0.659 -0.176
22 C -3.978 0.349 0.114
23 C -3.800 0.973 1.494
24 C -2.522 1.811 1.519
25 H -2.814 -4.420 -1.741
26 H -2.112 -5.071 -3.230
27 H -2.807 -3.443 -3.211
28 H -0.305 -3.339 -3.136
29 H -0.307 -4.333 -1.669
30 H 2.203 -1.104 -0.411
31 H 4.146 0.118 0.242
32 H 2.484 2.488 0.774
33 H 2.785 3.122 3.167
34 H 3.981 3.999 2.204
35 H 4.495 3.115 3.651
36 H -3.029 -1.575 0.400
37 H -2.877 -0.936 -1.230
38 H -3.955 1.140 -0.639
39 H -4.946 -0.150 0.047
40 H -3.731 0.181 2.242
41 H -4.658 1.600 1.742
42 H -2.664 2.723 0.929
43 H -2.281 2.118 2.540

# 11
Here is an isolated molecule of C15H19ClN2O from OMol25. Energies are from wB97M-V/def2-TZVPD.

LUMO energy, eV: 0.6
Frontier orbital gap, eV: 9.055
Calculated total energy, eV: -33413.7090

Element x y z (Å)
1 C 0.644 1.105 -2.468
2 C 1.292 0.197 -1.471
3 C 1.134 0.410 -0.107
4 C 1.728 -0.434 0.822
5 O 1.652 -0.300 2.177
6 C 0.712 0.586 2.742
7 C -0.713 0.024 2.690
8 C -1.740 0.987 3.288
9 C -2.203 2.066 2.298
10 N -3.066 1.519 1.286
11 C -2.721 1.100 0.031
12 C -3.861 0.601 -0.529
13 N -4.891 0.700 0.350
14 C -4.386 1.247 1.420
15 C 2.502 -1.501 0.369
16 C 2.680 -1.741 -0.981
17 C 3.510 -2.890 -1.459
18 C 2.059 -0.884 -1.887
19 Cl 2.253 -1.174 -3.586
20 H 1.378 1.462 -3.189
21 H 0.188 1.963 -1.981
22 H -0.126 0.568 -3.022
23 H 0.550 1.259 0.209
24 H 1.027 0.690 3.785
25 H 0.770 1.576 2.272
26 H -0.720 -0.914 3.248
27 H -0.979 -0.211 1.657
28 H -1.315 1.473 4.168
29 H -2.619 0.425 3.607
30 H -1.344 2.536 1.813
31 H -2.756 2.839 2.839
32 H -1.728 1.196 -0.357
33 H -4.005 0.181 -1.504
34 H -4.938 1.474 2.310
35 H 2.965 -2.141 1.103
36 H 4.329 -2.530 -2.080
37 H 3.920 -3.444 -0.620
38 H 2.908 -3.563 -2.068

# 12
Here is an isolated molecule of C15H19ClN2O4 from OMol25. Energies are from wB97M-V/def2-TZVPD.

LUMO energy, eV: 0.6
Frontier orbital gap, eV: 8.853
Calculated total energy, eV: -39557.2038

Element x y z (Å)
1 C 0.551 -2.471 4.102
2 C 0.726 -1.312 3.132
3 C 1.741 -1.644 2.028
4 N 1.935 -0.469 1.196
5 C 1.338 -0.432 -0.015
6 O 0.850 -1.413 -0.538
7 C 1.344 0.916 -0.757
8 O 0.432 0.837 -1.833
9 C -0.856 0.739 -1.453
10 O -1.204 0.860 -0.302
11 C -1.773 0.516 -2.590
12 C -3.145 0.612 -2.368
13 C -4.023 0.396 -3.412
14 C -3.534 0.082 -4.667
15 Cl -4.649 -0.198 -5.966
16 C -2.158 -0.030 -4.918
17 N -1.685 -0.286 -6.176
18 C -1.289 0.196 -3.851
19 C 2.383 0.663 1.976
20 C 1.339 0.960 3.069
21 C 1.775 2.105 3.971
22 O 1.164 -0.187 3.875
23 H 0.188 -3.347 3.573
24 H -0.161 -2.196 4.875
25 H 1.502 -2.702 4.575
26 H -0.236 -1.070 2.648
27 H 1.372 -2.452 1.397
28 H 2.700 -1.924 2.475
29 H 1.041 1.730 -0.090
30 H 2.324 1.114 -1.196
31 H -3.503 0.852 -1.380
32 H -5.088 0.466 -3.259
33 H -0.739 -0.618 -6.251
34 H -2.344 -0.667 -6.836
35 H -0.225 0.109 -4.008
36 H 2.558 1.536 1.352
37 H 3.326 0.383 2.460
38 H 0.383 1.205 2.574
39 H 1.031 2.260 4.747
40 H 1.887 3.019 3.395
41 H 2.721 1.859 4.447